Computed, not measured: a molecular structure, C29H27N9O3S2Sc in a non-equilibrium geometry, with wB97M-V/def2-TZVPD.

Results
- Net charge: +1
- Gap between HOMO and LUMO: 0.2494 hartree
- LUMO energy: -2.9 eV
- ΔE to the lowest compared entry with this formula, charge and spin: 61.2 kJ/mol
- E_HOMO: -9.7 eV

CARTESIAN COORDINATES (ANGSTROEM)
Sc1 0.237 1.037 -0.551
C1 -0.419 2.118 -3.833
O1 -0.733 1.202 -2.780
C2 -1.628 0.204 -3.089
C3 -2.027 -0.102 -4.379
C4 -2.953 -1.113 -4.594
C5 -3.489 -1.809 -3.523
C6 -3.085 -1.510 -2.234
C7 -2.135 -0.518 -2.001
N1 -1.627 -0.182 -0.731
N2 -2.140 -0.859 0.225
C8 -1.899 -0.569 1.511
C9 -1.263 0.641 1.932
O2 -0.764 1.464 1.092
C10 -1.268 0.956 3.328
C11 -1.734 0.076 4.242
C12 -2.316 -1.175 3.864
C13 -2.777 -2.093 4.825
C14 -3.374 -3.270 4.444
C15 -3.544 -3.553 3.082
C16 -3.089 -2.675 2.126
C17 -2.449 -1.478 2.495
H1 -1.332 2.476 -4.307
H2 0.104 2.951 -3.376
H3 0.227 1.646 -4.575
H4 -1.629 0.441 -5.224
H5 -3.259 -1.340 -5.606
H6 -4.225 -2.583 -3.695
H7 -3.503 -2.036 -1.388
H8 -0.850 1.910 3.624
H9 -1.688 0.322 5.297
H10 -2.663 -1.847 5.874
H11 -3.733 -3.963 5.192
H12 -4.042 -4.467 2.785
H13 -3.214 -2.895 1.075
O3 1.811 1.683 0.575
N3 2.030 2.931 0.955
C18 2.927 3.139 1.940
C19 3.233 4.399 2.373
C20 2.595 5.490 1.779
C21 1.674 5.264 0.786
C22 1.367 3.962 0.359
S1 0.217 3.649 -0.868
H14 3.366 2.239 2.342
H15 3.960 4.529 3.161
H16 2.815 6.498 2.103
H17 1.143 6.068 0.300
N4 3.950 0.529 -2.985
C23 4.161 1.881 -2.894
C24 3.031 2.398 -2.333
N5 2.138 1.394 -2.087
C25 2.714 0.281 -2.490
C26 2.015 -0.972 -2.362
N6 0.864 -1.026 -1.723
C27 0.438 -2.322 -1.811
C28 1.342 -3.057 -2.513
N7 2.346 -2.185 -2.858
H18 4.615 -0.134 -3.342
H19 5.069 2.351 -3.227
H20 2.807 3.427 -2.106
H21 -0.488 -2.654 -1.375
H22 1.358 -4.097 -2.787
H23 3.164 -2.434 -3.386
N8 1.467 -2.070 3.834
C29 1.072 -2.328 2.577
N9 0.314 -3.417 2.397
S2 1.529 -1.333 1.304
H24 1.341 -2.738 4.577
H25 2.088 -1.296 3.979
H26 -0.086 -3.908 3.180
H27 -0.108 -3.548 1.497